{
  "formula": "C5H8O",
  "method": "the ωB97M-V functional and the def2-TZVPD basis",
  "symbols": ["O", "C", "H", "C", "H", "H", "C", "H", "H", "H", "H", "C", "C", "H"],
  "xyz": [[0.203, 1.821, -1.308], [-0.813, -0.882, 0.510], [1.362, -1.741, -1.884], [0.623, 0.551, -1.243], [-0.131, 2.521, 0.653], [-1.604, 1.984, -0.234], [0.415, -0.442, 1.230], [1.336, -0.998, 1.075], [0.305, 0.001, 2.217], [-0.752, -1.748, -0.142], [-1.773, -0.737, 0.998], [-0.541, 1.797, -0.056], [-0.089, 0.357, 0.062], [1.460, -2.483, -1.877]],
  "forces_ev_per_angstrom": [[0.114, -0.089, -0.133], [-0.146, -0.149, -0.033], [0.039, -0.150, -0.018], [-0.174, 0.208, 0.181], [-0.053, -0.107, -0.084], [0.141, -0.034, 0.032], [0.147, -0.039, 0.139], [-0.158, 0.095, 0.006], [-0.001, -0.050, -0.176], [0.010, 0.164, 0.099], [0.163, 0.002, -0.079], [-0.141, 0.104, 0.176], [0.059, 0.017, -0.108], [-0.002, 0.027, -0.001]],
  "max_force_ev_per_a": 0.3,
  "e_above_lowest_kcal_mol": 120.3,
  "energy_ev": -7357.038,
  "orbital_gap_ev": 9.58
}